{"formula": "C56H68N4O6", "method": "ωB97M-V/def2-TZVPD", "species": ["C", "C", "C", "O", "C", "N", "H", "H", "H", "H", "H", "H", "H", "H", "H", "H", "H", "C", "C", "C", "O", "C", "N", "H", "H", "H", "H", "H", "H", "H", "H", "H", "H", "H", "C", "C", "C", "C", "C", "C", "H", "H", "H", "H", "H", "H", "C", "C", "C", "C", "C", "C", "H", "H", "H", "H", "H", "H", "C", "C", "C", "C", "C", "C", "H", "H", "H", "H", "H", "H", "C", "C", "C", "C", "C", "C", "H", "H", "H", "H", "H", "H", "C", "C", "C", "C", "C", "C", "H", "H", "H", "H", "H", "H", "C", "C", "C", "C", "C", "C", "H", "H", "H", "H", "H", "H", "C", "C", "C", "C", "C", "C", "N", "O", "O", "H", "H", "H", "H", "H", "C", "C", "C", "C", "C", "C", "N", "O", "O", "H", "H", "H", "H", "H"], "coordinates": [[0.949, 0.491, -4.848], [1.885, -0.801, -4.724], [3.197, -0.574, -3.933], [4.134, -1.599, -3.892], [4.802, -1.894, -5.121], [1.072, -1.867, -4.099], [0.707, 1.094, -3.973], [-0.080, 0.364, -5.183], [1.168, 1.105, -5.721], [2.269, -1.080, -5.705], [2.960, -0.373, -2.888], [3.696, 0.328, -4.287], [5.142, -1.068, -5.746], [3.970, -2.376, -5.634], [5.571, -2.611, -4.833], [0.750, -1.590, -3.182], [1.624, -2.693, -3.914], [1.725, -0.495, 0.065], [0.642, 0.623, 0.214], [-0.783, 0.193, -0.103], [-0.926, -0.348, -1.354], [-2.137, -1.064, -1.537], [0.722, 0.867, 1.665], [1.517, -1.341, 0.720], [2.703, -0.145, 0.396], [1.715, -0.844, -0.968], [0.932, 1.352, -0.542], [-1.447, 1.056, -0.067], [-1.243, -0.567, 0.528], [-2.910, -0.400, -1.151], [-2.314, -2.080, -1.185], [-2.233, -1.128, -2.621], [1.579, 1.363, 1.863], [-0.022, 1.442, 2.034], [-5.989, -2.362, 2.850], [-5.780, -1.291, 3.694], [-5.360, -0.078, 3.279], [-5.065, 0.135, 1.912], [-5.318, -0.915, 1.022], [-5.757, -2.137, 1.500], [-6.279, -3.381, 3.060], [-6.093, -1.306, 4.727], [-5.118, 0.673, 4.018], [-4.514, 1.008, 1.594], [-5.165, -0.725, -0.030], [-5.966, -2.898, 0.763], [-2.327, -4.126, -4.664], [-2.798, -3.269, -5.616], [-4.045, -2.593, -5.436], [-4.728, -2.869, -4.259], [-4.093, -3.514, -3.159], [-2.932, -4.204, -3.436], [-1.421, -4.668, -4.891], [-2.220, -3.186, -6.524], [-4.547, -2.025, -6.204], [-5.582, -2.241, -4.051], [-4.546, -3.729, -2.202], [-2.518, -4.821, -2.652], [1.569, 1.420, 4.857], [1.613, 1.096, 6.229], [1.863, 2.110, 7.070], [1.835, 3.462, 6.682], [1.627, 3.775, 5.355], [1.615, 2.757, 4.470], [1.657, 0.588, 4.174], [1.678, 0.109, 6.662], [2.151, 1.896, 8.089], [1.889, 4.230, 7.440], [1.582, 4.826, 5.109], [1.656, 2.940, 3.406], [7.167, -0.442, 2.155], [6.751, 0.447, 3.066], [5.404, 0.568, 3.387], [4.424, -0.235, 2.672], [4.892, -1.185, 1.738], [6.232, -1.274, 1.517], [8.232, -0.621, 2.113], [7.447, 1.066, 3.612], [5.073, 1.317, 4.092], [3.365, -0.148, 2.866], [4.323, -1.928, 1.198], [6.653, -1.981, 0.818], [2.805, 5.331, 2.381], [1.439, 5.625, 2.223], [0.635, 5.096, 1.157], [1.232, 4.266, 0.263], [2.595, 4.044, 0.402], [3.423, 4.544, 1.430], [3.437, 5.732, 3.160], [0.914, 6.361, 2.813], [-0.406, 5.210, 0.891], [0.678, 3.787, -0.531], [3.113, 3.369, -0.263], [4.474, 4.296, 1.457], [-1.755, 1.942, 3.967], [-2.468, 2.203, 5.205], [-3.060, 3.397, 5.476], [-2.855, 4.355, 4.533], [-2.095, 4.202, 3.335], [-1.572, 2.929, 3.058], [-1.298, 0.965, 3.921], [-2.455, 1.380, 5.904], [-3.630, 3.644, 6.360], [-3.298, 5.325, 4.704], [-1.921, 5.044, 2.682], [-1.072, 2.728, 2.122], [-3.462, 3.658, -5.793], [-3.352, 2.287, -5.853], [-3.905, 1.427, -4.860], [-4.675, 1.931, -3.828], [-4.914, 3.281, -3.824], [-4.248, 4.076, -4.742], [-5.180, 1.109, -2.743], [-5.100, -0.112, -2.720], [-5.845, 1.621, -1.890], [-3.102, 4.307, -6.578], [-2.837, 1.763, -6.645], [-3.671, 0.373, -4.822], [-5.446, 3.830, -3.061], [-4.425, 5.130, -4.894], [1.524, -4.975, 1.106], [1.695, -6.300, 1.317], [2.616, -7.062, 0.568], [3.423, -6.461, -0.385], [3.246, -5.090, -0.652], [2.404, -4.345, 0.127], [4.343, -7.298, -1.171], [4.011, -8.445, -1.328], [5.420, -6.785, -1.451], [0.768, -4.474, 1.693], [1.055, -6.775, 2.046], [2.754, -8.099, 0.836], [3.914, -4.665, -1.388], [2.254, -3.292, -0.061]], "forces_ev_per_angstrom": [[-0.101, -0.040, -0.752], [-3.847, 0.355, -0.742], [1.858, 0.164, 2.434], [-0.470, 1.022, 0.059], [-1.136, -0.935, 0.304], [3.158, 1.476, 0.037], [1.088, -0.063, 0.365], [-0.211, -1.700, 0.171], [1.252, 0.351, 0.416], [-0.469, -0.371, -0.199], [-0.259, -0.056, 0.048], [-0.442, 0.297, -0.745], [0.167, 0.327, 0.549], [0.533, -0.596, -0.951], [0.013, 0.198, -0.458], [-1.309, 0.516, 0.310], [-0.082, -0.908, -0.565], [-1.054, 0.046, -0.274], [0.762, -2.427, 1.043], [-0.656, -0.128, 0.955], [1.239, -1.566, -2.248], [-0.558, 1.397, -1.195], [-0.114, 0.761, -0.690], [-0.351, 0.001, -0.015], [0.026, 0.278, -0.426], [0.429, -0.136, -0.190], [-0.070, 0.951, 0.411], [-0.097, 0.527, 0.405], [0.644, 0.200, 1.193], [-0.527, -0.322, -0.071], [0.889, -0.028, 0.779], [-0.331, 0.006, -0.061], [0.208, 0.106, 0.135], [0.003, -0.013, -0.130], [0.371, -0.077, -1.590], [-1.441, -0.996, 1.733], [1.446, 1.383, -1.887], [0.133, -1.055, 0.794], [0.317, 1.177, 0.476], [-0.216, 0.006, -0.492], [-0.229, 0.207, 0.875], [0.242, -0.609, 0.303], [-0.201, 0.235, -0.039], [-0.392, 0.334, -0.105], [0.002, -0.253, -0.188], [0.027, -0.315, 0.077], [0.977, 0.201, -0.154], [-1.403, 0.990, -0.942], [0.955, -1.842, 0.390], [0.790, 1.681, 1.586], [-0.498, -0.833, -1.795], [-0.219, -0.296, 1.181], [0.086, -0.209, 0.159], [-0.178, 0.191, -0.266], [0.294, 0.153, -0.121], [-0.534, -0.441, -0.056], [-0.366, 0.571, 0.016], [0.199, -0.140, 0.016], [0.359, -0.430, 1.106], [0.601, -0.409, -1.595], [0.323, 2.236, 1.844], [-0.530, -0.830, 0.408], [0.433, 1.276, 1.731], [-0.241, -2.029, -2.026], [-0.420, 0.207, -0.435], [-0.213, -0.348, -0.555], [-0.313, -0.039, 0.275], [0.228, 0.083, -0.006], [-0.032, -0.039, -0.492], [-0.168, 0.311, -0.169], [0.213, -1.831, -0.689], [-1.030, 1.535, 1.773], [-2.093, -1.043, -1.823], [1.840, 0.446, 0.622], [-0.235, 0.581, 0.686], [2.147, 0.328, -0.301], [0.085, -0.024, -0.684], [0.196, 0.011, 0.005], [-0.107, -0.080, 0.142], [-0.040, 0.099, 0.182], [-0.768, 0.266, 0.168], [-0.243, -0.307, -0.082], [-0.639, 0.385, -0.429], [-1.235, 0.211, -0.988], [1.006, 0.174, 0.883], [1.606, -0.577, -0.131], [1.594, -0.899, 0.094], [-1.743, -0.399, -0.914], [-0.424, 0.272, 0.317], [0.308, -0.062, 0.619], [-0.302, 0.910, 1.075], [-0.024, 0.036, -0.127], [-0.135, -0.100, -0.471], [-0.002, 0.002, 0.042], [-1.095, -0.341, 3.128], [1.465, -2.013, -1.362], [0.149, -0.255, -0.087], [0.639, 2.222, -2.330], [-0.797, -0.806, 1.556], [-0.425, 1.269, -0.622], [-0.011, -0.083, -0.436], [-0.271, -0.032, 0.192], [0.046, -0.301, 0.121], [0.021, 0.250, -0.026], [-0.176, 0.001, -0.023], [0.083, 0.382, -0.058], [-0.634, -1.964, 0.262], [0.141, -2.046, 0.474], [0.577, 0.257, -0.196], [0.895, 0.248, -0.740], [0.597, 1.679, 0.530], [-0.516, 1.794, -1.166], [-1.784, -1.891, 0.537], [1.626, -0.326, -1.554], [-0.297, 2.307, 0.908], [0.148, 0.100, 0.222], [0.213, 0.170, -0.198], [-0.067, -0.172, -0.380], [-0.386, -0.517, 0.109], [-0.496, 0.354, 1.237], [1.750, 1.114, -1.549], [0.145, -1.127, -0.315], [0.363, 0.081, 0.460], [-1.829, 0.449, 0.381], [1.277, -0.783, 0.260], [-2.283, -0.318, 1.045], [0.580, 0.839, 1.369], [0.223, -0.332, -0.595], [-0.620, -0.389, -0.491], [0.161, 0.523, -0.189], [0.154, -0.311, 0.060], [-0.043, -0.128, -0.296], [-0.108, 0.312, -0.112], [0.238, 0.110, -0.053]], "charge": 1, "homo_ha": [-0.37998, -0.37998], "spin_multiplicity": 2, "gap_ev": [7.72, 2.12], "energy_ha": -2844.4178}

***

{"formula": "C56H70N9O4P3SiW", "method": "ωB97M-V/def2-TZVPD", "species": ["W", "C", "C", "C", "P", "C", "C", "C", "C", "C", "C", "C", "C", "C", "Si", "C", "C", "C", "C", "C", "C", "P", "C", "C", "C", "C", "C", "C", "C", "C", "C", "C", "C", "C", "P", "C", "C", "C", "C", "C", "C", "H", "H", "H", "H", "H", "H", "H", "H", "H", "H", "H", "H", "H", "H", "H", "H", "H", "H", "H", "H", "H", "H", "H", "H", "H", "H", "H", "H", "H", "H", "H", "H", "H", "H", "H", "H", "H", "H", "H", "H", "H", "H", "H", "H", "H", "H", "H", "H", "H", "H", "H", "H", "H", "H", "C", "N", "C", "N", "C", "N", "C", "C", "C", "C", "C", "C", "C", "N", "N", "C", "O", "C", "C", "C", "C", "C", "C", "N", "C", "N", "C", "N", "C", "H", "H", "H", "H", "H", "H", "H", "H", "H", "H", "H", "H", "H", "H", "H", "H", "O", "N", "O", "O"], "coordinates": [[0.236, 0.564, -1.646], [5.421, 1.082, -2.526], [3.928, 1.427, -2.594], [3.770, 2.877, -2.158], [2.873, 0.278, -1.586], [3.217, -1.434, -2.293], [3.603, -1.459, -3.780], [4.173, -2.315, -1.487], [3.527, 0.526, 0.088], [4.816, 0.146, 0.472], [5.335, 0.566, 1.685], [4.574, 1.371, 2.521], [3.289, 1.730, 2.150], [2.744, 1.324, 0.929], [1.017, 1.907, 0.404], [1.249, 3.692, -0.223], [2.024, 4.595, 0.513], [2.205, 5.903, 0.102], [1.594, 6.354, -1.063], [0.832, 5.480, -1.814], [0.665, 4.152, -1.407], [-0.211, 2.976, -2.480], [0.195, 3.496, -4.228], [1.646, 3.884, -4.496], [-0.233, 2.491, -5.303], [-2.008, 3.462, -2.299], [-2.270, 4.968, -2.365], [-2.968, 2.734, -3.242], [0.170, 2.152, 2.098], [-0.170, 3.440, 2.519], [-0.527, 3.705, 3.834], [-0.546, 2.680, 4.763], [-0.254, 1.387, 4.358], [0.091, 1.106, 3.037], [0.199, -0.588, 2.375], [1.297, -1.676, 3.419], [2.761, -1.637, 2.997], [1.191, -1.512, 4.933], [-1.447, -1.341, 2.857], [-2.567, -0.383, 3.266], [-1.859, -2.207, 1.674], [5.936, 1.670, -3.286], [5.659, 0.039, -2.703], [5.834, 1.374, -1.562], [3.571, 1.303, -3.621], [4.158, 3.018, -1.148], [2.740, 3.217, -2.172], [4.346, 3.516, -2.829], [2.240, -1.906, -2.237], [4.638, -1.177, -3.945], [2.971, -0.834, -4.403], [3.497, -2.486, -4.133], [5.209, -1.997, -1.588], [4.115, -3.329, -1.885], [3.928, -2.352, -0.425], [5.432, -0.464, -0.168], [6.333, 0.266, 1.973], [4.976, 1.705, 3.467], [2.696, 2.330, 2.829], [2.506, 4.266, 1.424], [2.821, 6.574, 0.685], [1.718, 7.377, -1.387], [0.383, 5.837, -2.731], [-0.433, 4.386, -4.341], [2.282, 2.999, -4.517], [2.056, 4.588, -3.777], [1.700, 4.344, -5.483], [0.512, 1.703, -5.403], [-0.270, 3.004, -6.264], [-1.213, 2.051, -5.139], [-2.238, 3.157, -1.275], [-2.017, 5.397, -3.334], [-1.748, 5.520, -1.586], [-3.339, 5.127, -2.221], [-2.930, 3.164, -4.242], [-3.987, 2.874, -2.879], [-2.781, 1.663, -3.323], [-0.145, 4.265, 1.819], [-0.781, 4.714, 4.129], [-0.811, 2.879, 5.792], [-0.327, 0.586, 5.077], [0.891, -2.666, 3.156], [3.248, -0.743, 3.384], [2.892, -1.623, 1.914], [3.293, -2.501, 3.396], [1.590, -0.547, 5.246], [1.782, -2.285, 5.427], [0.169, -1.602, 5.300], [-1.245, -2.006, 3.702], [-2.548, 0.559, 2.720], [-2.514, -0.136, 4.325], [-3.538, -0.851, 3.087], [-1.916, -1.613, 0.759], [-2.827, -2.663, 1.848], [-1.136, -3.007, 1.504], [-5.286, -0.419, -0.868], [-3.953, 0.149, -0.616], [-2.826, -0.166, -1.223], [-1.827, 0.587, -0.747], [-2.451, 1.347, 0.206], [-3.731, 1.108, 0.305], [-5.812, -1.237, 0.280], [-6.827, -0.740, 1.087], [-7.324, -1.505, 2.135], [-6.771, -2.741, 2.418], [-5.728, -3.229, 1.631], [-5.278, -2.493, 0.542], [-4.984, -4.402, 2.096], [-5.130, -5.032, 3.210], [-3.985, -5.790, 3.382], [-3.238, -5.560, 2.361], [-3.825, -4.723, 1.466], [-1.807, -5.830, 2.210], [-1.080, -6.246, 3.326], [0.302, -6.260, 3.277], [0.967, -5.841, 2.129], [0.244, -5.470, 1.004], [0.951, -5.079, -0.267], [0.479, -3.805, -0.829], [0.756, -2.549, -0.516], [0.116, -1.726, -1.351], [-0.593, -2.589, -2.144], [-0.392, -3.843, -1.856], [-1.145, -5.488, 1.039], [-5.172, -1.025, -1.768], [-5.952, 0.412, -1.094], [-2.765, -0.897, -2.007], [-1.941, 2.063, 0.827], [-7.241, 0.240, 0.892], [-8.130, -1.125, 2.745], [-7.110, -3.323, 3.263], [-4.489, -2.891, -0.085], [-1.609, -6.515, 4.229], [0.867, -6.576, 4.142], [2.049, -5.830, 2.106], [0.745, -5.798, -1.060], [2.030, -5.021, -0.128], [1.417, -2.247, 0.278], [-1.235, -2.300, -2.956], [-1.715, -5.191, 0.168], [-0.237, -0.761, -5.181], [-0.145, -0.274, -4.111], [-1.126, -0.046, -3.323], [0.975, 0.095, -3.585]], "forces_ev_per_angstrom": [[-0.626, -0.674, -0.607], [-0.024, 0.012, -0.046], [-0.083, -0.016, -0.041], [-0.052, 0.015, 0.032], [0.115, 0.033, 0.189], [-0.026, 0.001, 0.012], [-0.010, 0.034, 0.024], [-0.055, 0.000, 0.014], [-0.014, -0.037, -0.027], [0.005, 0.011, 0.015], [-0.019, 0.004, 0.007], [0.023, -0.003, -0.057], [0.000, 0.038, -0.026], [-0.064, -0.066, 0.003], [0.365, 0.327, 0.359], [-0.075, -0.001, 0.027], [0.000, -0.020, -0.037], [-0.012, -0.021, -0.017], [-0.017, -0.022, 0.011], [0.013, 0.010, 0.000], [0.047, 0.027, -0.037], [-0.096, 0.190, 0.070], [-0.116, -0.050, 0.013], [0.029, -0.005, 0.035], [-0.042, 0.057, 0.016], [0.020, -0.035, 0.141], [-0.011, -0.017, 0.031], [0.038, -0.068, 0.027], [-0.053, -0.048, -0.082], [-0.038, 0.042, -0.044], [-0.009, 0.021, -0.014], [0.003, -0.009, -0.004], [0.013, 0.007, 0.012], [0.006, 0.014, 0.091], [0.021, -0.103, -0.025], [-0.035, 0.001, 0.050], [0.016, 0.047, 0.004], [0.018, -0.055, -0.022], [-0.009, 0.014, -0.022], [-0.001, 0.032, 0.016], [0.041, -0.020, -0.014], [0.009, -0.007, -0.026], [-0.009, -0.099, 0.001], [0.001, 0.012, 0.016], [0.002, -0.002, 0.020], [-0.013, -0.002, 0.018], [0.081, -0.035, -0.010], [0.029, 0.012, -0.006], [0.020, 0.032, -0.051], [0.086, 0.043, 0.007], [-0.003, -0.006, 0.010], [-0.008, -0.014, -0.003], [0.027, 0.013, -0.002], [0.002, -0.021, 0.001], [0.009, 0.015, 0.028], [0.007, -0.023, -0.033], [0.023, 0.003, 0.009], [0.023, 0.011, 0.037], [-0.026, 0.025, 0.029], [0.015, -0.010, 0.063], [0.017, 0.024, 0.021], [0.016, 0.026, -0.011], [-0.021, 0.001, -0.009], [0.065, 0.011, 0.007], [0.015, -0.022, 0.014], [-0.007, 0.005, -0.036], [0.004, -0.005, -0.033], [0.007, 0.019, -0.022], [-0.002, 0.008, -0.012], [-0.056, -0.054, 0.033], [0.057, 0.008, -0.054], [0.021, 0.009, -0.039], [0.005, -0.010, -0.012], [-0.006, 0.012, 0.002], [0.019, -0.005, -0.059], [-0.025, 0.011, 0.007], [0.015, 0.040, -0.008], [-0.001, 0.010, -0.003], [-0.013, 0.029, 0.007], [-0.005, 0.003, 0.026], [-0.005, -0.001, 0.011], [0.014, 0.046, -0.018], [-0.005, -0.014, 0.003], [-0.004, -0.028, -0.090], [0.020, -0.021, 0.026], [0.020, 0.010, 0.009], [0.013, -0.018, 0.013], [-0.031, 0.009, 0.009], [-0.039, 0.001, -0.035], [-0.026, -0.031, -0.027], [0.008, 0.034, 0.008], [-0.001, -0.003, 0.012], [-0.060, 0.018, -0.030], [-0.046, -0.042, 0.031], [-0.010, 0.015, -0.031], [-0.036, -0.011, -0.057], [0.171, -0.078, 0.031], [0.023, 0.016, -0.103], [0.275, -0.125, 0.096], [-0.086, -0.006, 0.067], [-0.004, 0.078, 0.021], [-0.034, 0.013, 0.044], [-0.029, -0.081, -0.046], [0.019, -0.019, -0.029], [0.004, 0.019, -0.029], [0.009, 0.009, 0.025], [0.038, 0.017, 0.011], [-0.119, 0.099, -0.022], [-0.019, 0.001, -0.058], [0.022, -0.040, -0.040], [0.112, -0.072, 0.022], [0.011, 0.037, 0.130], [0.025, -0.005, 0.004], [0.020, 0.021, -0.022], [-0.013, 0.004, -0.035], [-0.017, -0.082, -0.020], [-0.065, -0.024, 0.000], [0.046, -0.086, -0.043], [-0.094, 0.040, -0.022], [0.137, 0.075, 0.024], [-0.182, 0.278, 0.182], [0.064, -0.056, -0.114], [-0.069, -0.044, -0.070], [0.005, 0.022, 0.010], [-0.064, 0.018, 0.014], [0.039, -0.001, 0.012], [0.001, -0.040, -0.023], [0.017, 0.017, 0.021], [-0.014, 0.045, -0.010], [-0.017, 0.017, 0.027], [-0.015, -0.012, 0.020], [0.053, 0.005, 0.020], [-0.017, -0.012, 0.029], [0.017, -0.001, 0.027], [0.043, 0.008, 0.000], [0.095, -0.005, 0.046], [-0.036, 0.057, 0.044], [0.058, 0.065, 0.108], [-0.035, 0.033, -0.002], [-0.017, 0.023, -0.014], [0.007, 0.054, 0.123], [0.019, 0.015, -0.155], [-0.027, 0.038, 0.019], [0.164, -0.030, -0.158]], "charge": 2, "homo_ha": [-0.46407, -0.46407], "spin_multiplicity": 3, "gap_ev": [7.33, 6.51], "energy_ha": -4349.8515}